This record from the Open Molecules 2025 dataset describes a 3-piece molecular cluster, C19H30Cl2N2O11S overall at a distorted geometry. The level of theory is ωB97M-V/def2-TZVPD.

XYZ file:
```
65
C19H30Cl2N2O11S, DFT ωB97M-V/def2-TZVPD
C 5.21 -0.87 1.73
C 4.36 0.52 1.51
C 3.04 0.37 0.55
C 1.94 -0.77 1.11
O 1.00 -0.98 0.00
C 0.16 -2.17 0.20
C -0.98 -2.21 -0.98
C -1.71 -0.77 -1.28
S -3.31 -0.51 -0.30
C -2.75 0.01 1.42
N -2.24 1.36 1.93
N -1.95 1.09 3.29
C -2.26 -0.35 3.66
O -2.79 -1.03 2.46
O -0.21 -2.40 1.61
C 0.14 -3.76 2.12
O -0.50 -4.48 3.06
O 1.37 -4.13 1.35
C 1.02 -3.59 -0.01
Cl 0.10 -5.06 -0.73
Cl 2.53 -3.41 -1.11
H 5.58 -1.27 0.68
H 4.54 -1.63 2.32
H 6.22 -0.58 2.31
H 5.10 1.27 0.95
H 4.11 1.06 2.54
H 3.41 -0.01 -0.52
H 2.46 1.38 0.38
H 2.56 -1.71 1.41
H 1.43 -0.36 2.10
H -1.85 -2.99 -0.79
H -0.45 -2.55 -1.99
H -2.04 -0.81 -2.43
H -1.02 0.17 -1.18
H -2.12 -0.92 4.69
C -2.14 3.66 4.76
C -2.74 4.19 3.46
O -3.68 5.25 3.72
C -3.14 6.44 4.08
O -1.95 6.69 4.19
O -4.16 7.31 4.31
C -3.73 8.58 4.80
H -2.93 3.35 5.45
H -1.48 2.82 4.56
H -1.56 4.43 5.27
H -3.30 3.39 2.98
H -1.97 4.53 2.76
H -2.99 9.03 4.13
H -3.31 8.46 5.81
H -4.60 9.24 4.86
C -0.60 -2.75 -8.24
C 0.15 -1.66 -7.51
O 0.43 -2.03 -6.15
C 1.40 -2.96 -5.98
O 2.06 -3.49 -6.86
O 1.50 -3.23 -4.65
C 2.42 -4.27 -4.34
H -1.51 -3.02 -7.70
H -0.86 -2.43 -9.25
H -0.01 -3.67 -8.32
H -0.47 -0.76 -7.47
H 1.08 -1.39 -8.02
H 3.41 -4.07 -4.76
H 2.04 -5.23 -4.71
H 2.52 -4.33 -3.25
```

Values from the calculation:
HOMO level = -9.540 eV
SMILES string = CCCCO[C@]1(CCSc2nnco2)OC(=O)OC1(Cl)Cl.CCOC(=O)OC.CCOC(=O)OC
Electronic energy = -81562.4739 eV

This record from the Open Molecules 2025 dataset describes C19H30ClIO17P3 as an isolated structure at a distorted geometry. The level of theory is ωB97M-V/def2-TZVPD.

XYZ file:
```
71
C19H30ClIO17P3, DFT ωB97M-V/def2-TZVPD
C 1.60 -1.32 -0.93
C 0.68 -0.18 -1.38
P -0.84 -0.06 -0.31
C -1.02 1.78 -0.15
C -2.14 -0.71 -1.38
P -2.49 0.38 -2.69
O -3.73 1.36 -2.22
Cl -3.49 -0.85 -4.15
P -3.21 -1.50 -0.23
O -3.58 -0.32 0.90
I -5.56 -1.61 -1.18
H 2.65 -1.11 -1.13
H 1.35 -2.24 -1.47
H 1.46 -1.53 0.13
H 0.35 -0.34 -2.41
H 1.20 0.78 -1.32
H -0.18 2.13 0.46
H -1.94 1.97 0.40
H -1.04 2.32 -1.09
H -4.01 1.16 -1.32
H -3.32 -0.66 1.77
C -4.93 -3.63 2.18
C -4.39 -5.04 2.33
O -2.97 -4.83 2.32
C -2.73 -3.55 2.70
O -1.65 -3.13 2.96
O -3.88 -2.85 2.77
H -5.85 -3.45 2.72
H -5.05 -3.35 1.13
H -4.66 -5.50 3.29
H -4.66 -5.71 1.52
C 4.73 -1.36 -4.15
C 5.77 -0.34 -4.59
O 5.04 0.88 -4.50
C 4.02 0.71 -3.61
O 3.34 1.59 -3.20
O 3.90 -0.59 -3.29
H 5.14 -2.21 -3.60
H 4.13 -1.73 -4.98
H 6.62 -0.30 -3.91
H 6.12 -0.48 -5.61
C 0.89 6.90 1.97
C 1.24 6.23 0.65
O 1.64 4.92 1.09
C 1.07 4.67 2.28
O 1.08 3.62 2.85
O 0.49 5.80 2.78
H 0.08 7.61 1.89
H 1.76 7.37 2.44
H 0.39 6.13 -0.02
H 2.07 6.69 0.11
C -0.36 -4.23 6.61
C 0.16 -4.70 5.27
O 0.94 -5.85 5.65
C 0.49 -6.31 6.83
O 0.82 -7.33 7.34
O -0.40 -5.44 7.37
H -1.36 -3.79 6.56
H 0.32 -3.53 7.10
H -0.64 -5.03 4.60
H 0.78 -3.98 4.75
C 1.42 3.32 -4.81
C 0.13 2.81 -4.18
O 0.07 3.59 -2.98
C 0.78 4.71 -3.15
O 0.78 5.64 -2.40
O 1.49 4.66 -4.30
H 1.39 3.36 -5.90
H 2.29 2.77 -4.47
H -0.75 3.03 -4.78
H 0.14 1.75 -3.93
```

Values from the calculation:
Total charge = -1
HOMO level = -4.332 eV
Electronic energy = -103490.9032 eV

This record from the Open Molecules 2025 dataset describes a 2-piece molecular cluster, C19H30FNO4S overall at a distorted geometry. The level of theory is ωB97M-V/def2-TZVPD.

XYZ file:
```
56
C19H30FNO4S, DFT ωB97M-V/def2-TZVPD
C 2.64 -3.60 -1.02
C 2.11 -2.51 -1.57
C 1.12 -1.53 -0.90
C 2.08 -0.54 -0.23
C 1.49 0.64 0.56
C 2.37 1.86 0.47
F 0.23 0.98 0.07
C 0.13 -2.36 -0.07
C -0.83 -1.68 0.91
C -2.07 -0.97 0.36
C -3.36 -1.32 1.12
C -3.29 -1.13 2.64
O -3.83 0.15 3.04
C -3.06 1.22 2.80
O -1.87 1.25 2.88
O -0.63 -3.04 -1.10
C -0.53 -2.37 -2.28
O -0.94 -2.80 -3.31
C 0.18 -1.05 -2.02
C 0.77 -0.35 -3.25
C 0.39 1.12 -3.28
C -1.06 1.32 -3.75
S -1.89 2.74 -2.97
H 3.65 -3.91 -1.23
H 2.05 -4.21 -0.33
H 2.37 -2.30 -2.60
H 2.77 -1.10 0.40
H 2.69 -0.11 -1.03
H 1.41 0.35 1.61
H 2.26 2.29 -0.52
H 3.42 1.60 0.65
H 2.08 2.62 1.20
H 0.61 -3.15 0.50
H -1.19 -2.49 1.56
H -0.27 -1.02 1.57
H -1.95 0.12 0.40
H -2.26 -1.21 -0.68
H -3.68 -2.33 0.87
H -4.13 -0.63 0.76
H -2.28 -1.22 3.03
H -3.91 -1.87 3.13
H -3.65 2.10 2.52
H -0.58 -0.37 -1.64
H 0.43 -0.88 -4.15
H 1.86 -0.42 -3.23
H 0.52 1.54 -2.28
H 1.06 1.67 -3.94
H -1.09 1.51 -4.82
H -1.65 0.43 -3.53
H -1.17 2.77 -1.84
C 1.29 4.17 4.16
C 2.67 3.75 3.93
N 3.75 3.41 3.74
H 1.26 5.02 4.84
H 0.82 4.45 3.22
H 0.72 3.35 4.60
```

Values from the calculation:
HOMO level = -9.014 eV
SMILES string = C=C[C@]1(C[C@@H](C)F)[C@@H](CCCCOC=O)OC(=O)[C@@H]1CCCS.CC#N
Electronic energy = -43420.9852 eV

This record from the Open Molecules 2025 dataset describes C19H30IrNO4Sb as an isolated structure. The level of theory is ωB97M-V/def2-TZVPD.

XYZ file:
```
56
C19H30IrNO4Sb, DFT ωB97M-V/def2-TZVPD
Ir 0.29 -0.87 0.05
O -3.46 0.61 -0.02
C -2.29 0.39 -0.01
O -1.75 -0.85 0.03
C -1.28 1.53 -0.04
C -1.49 2.88 -0.09
C -0.37 3.71 -0.11
C 0.92 3.20 -0.08
C 1.07 1.84 -0.04
N -0.02 1.08 -0.02
C 2.35 1.03 0.00
O 3.41 1.55 -0.01
O 2.16 -0.33 0.04
H -2.50 3.28 -0.10
H -0.52 4.79 -0.14
H 1.79 3.85 -0.10
C 3.33 -3.30 -1.23
C 2.70 -3.92 0.02
C 2.86 -5.44 0.00
C 3.34 -3.33 1.27
Sb 0.60 -3.36 0.02
C -1.53 -3.19 -3.13
C -0.64 -2.15 -3.64
C -1.30 -4.58 -3.51
C -2.72 -2.82 -2.37
C -1.51 -3.27 3.17
C -2.69 -2.88 2.42
C -1.29 -4.67 3.51
C -0.62 -2.24 3.70
H 4.41 -3.51 -1.22
H 3.21 -2.21 -1.25
H 2.93 -3.73 -2.14
H 3.92 -5.70 -0.01
H 2.41 -5.89 -0.89
H 2.41 -5.91 0.88
H 4.41 -3.54 1.26
H 2.94 -3.78 2.17
H 3.22 -2.24 1.31
H 0.38 -2.49 -3.77
H -0.71 -1.21 -3.09
H -1.02 -1.95 -4.67
H -0.31 -4.79 -3.88
H -2.01 -4.75 -4.34
H -1.62 -5.28 -2.73
H -2.53 -2.01 -1.66
H -3.21 -3.67 -1.91
H -3.41 -2.40 -3.12
H -3.19 -3.72 1.93
H -2.51 -2.05 1.73
H -3.38 -2.48 3.18
H -1.60 -5.35 2.72
H -2.00 -4.86 4.34
H -0.29 -4.89 3.88
H -0.69 -1.30 3.17
H 0.40 -2.59 3.82
H -1.00 -2.08 4.73
```

Values from the calculation:
Relative energy (zero: lowest compared OMol25 entry of this formula, charge and spin) = 0.000 eV
2S+1 = 2
Total charge = +2
HOMO level (spin up / spin down) = -13.733 / -13.680 eV
<S²> = 0.7749
Electronic energy = -39228.0979 eV

This record from the Open Molecules 2025 dataset describes an isolated molecule of C19H30N2. The level of theory is ωB97M-V/def2-TZVPD.

XYZ file:
```
51
C19H30N2, DFT ωB97M-V/def2-TZVPD
H 5.51 1.59 0.66
N 5.15 0.64 0.66
C 3.90 0.57 0.38
C 3.24 -0.72 0.34
C 1.93 -0.88 0.00
N 1.13 0.19 -0.35
C -0.26 0.04 -0.71
C -1.17 -0.05 0.52
C -2.63 -0.23 0.12
C -3.54 -0.30 1.34
C -5.00 -0.63 1.02
C -5.72 0.44 0.18
C -5.77 0.10 -1.31
C 1.70 1.43 -0.26
C 2.99 1.65 0.07
C 3.32 3.11 0.03
C 1.94 3.79 -0.02
C 0.98 2.72 -0.57
C 1.43 -2.29 0.01
C 2.35 -3.18 -0.83
C 3.83 -3.00 -0.45
C 4.02 -1.96 0.66
H -0.38 -0.84 -1.34
H -0.55 0.90 -1.32
H -1.06 0.86 1.12
H -0.85 -0.89 1.14
H -2.74 -1.15 -0.46
H -2.93 0.60 -0.52
H -3.16 -1.06 2.02
H -3.50 0.66 1.87
H -5.53 -0.75 1.97
H -5.04 -1.59 0.50
H -6.74 0.54 0.54
H -5.23 1.40 0.32
H -6.31 -0.83 -1.46
H -4.77 -0.01 -1.73
H -6.28 0.89 -1.86
H 3.90 3.43 0.91
H 3.92 3.34 -0.86
H 1.95 4.69 -0.63
H 1.64 4.07 0.99
H 0.00 2.79 -0.10
H 0.85 2.83 -1.65
H 1.44 -2.65 1.05
H 0.41 -2.39 -0.36
H 2.05 -4.22 -0.70
H 2.21 -2.93 -1.88
H 4.26 -3.95 -0.12
H 4.40 -2.67 -1.32
H 5.06 -1.69 0.77
H 3.67 -2.38 1.62
```

Values from the calculation:
Relative energy (zero: lowest compared OMol25 entry of this formula, charge and spin) = 0.338 eV
HOMO level = -7.187 eV
SMILES string = [H]/N=c1/c2c(n(CCCCCCC)c3c1CCC3)CCCC2
Electronic energy = -23170.5513 eV

This record from the Open Molecules 2025 dataset describes a 2-piece molecular cluster, C19H30N3O4S overall at a distorted geometry. The level of theory is ωB97M-V/def2-TZVPD.

XYZ file:
```
57
C19H30N3O4S, DFT ωB97M-V/def2-TZVPD
C 7.24 0.20 3.20
C 7.37 0.04 1.63
C 6.10 0.49 0.80
C 5.28 1.68 1.44
C 3.92 1.20 2.11
C 2.66 2.03 1.62
C 1.40 1.07 1.63
O 1.56 0.17 0.50
S 0.75 0.84 -0.79
O 1.78 1.37 -1.64
O -0.08 -0.14 -1.48
O -0.02 2.03 0.01
C 0.05 1.84 1.46
C -1.28 1.08 1.82
C -1.35 -0.36 1.54
C -2.65 -0.93 1.89
C -3.63 -0.02 2.45
N -3.53 1.29 2.73
C -2.34 1.86 2.42
H 7.67 -0.73 3.66
H 7.89 1.05 3.53
H 6.19 0.31 3.56
H 7.55 -1.04 1.38
H 8.27 0.65 1.32
H 5.44 -0.39 0.56
H 6.48 0.86 -0.19
H 5.00 2.36 0.59
H 5.84 2.26 2.20
H 4.02 1.37 3.21
H 3.69 0.12 1.89
H 2.83 2.50 0.61
H 2.44 2.88 2.32
H 1.54 0.53 2.60
H 0.13 2.87 1.87
H -0.52 -0.94 1.08
H -2.86 -2.01 1.70
H -4.62 -0.48 2.68
H -2.21 2.95 2.60
C -3.00 0.17 -1.77
C -4.32 -0.54 -1.52
N -4.59 -1.54 -2.57
C -3.96 -2.76 -2.69
C -4.48 -3.36 -3.79
N -5.43 -2.51 -4.29
C -5.49 -1.41 -3.54
C -6.26 -2.74 -5.48
H -3.01 0.67 -2.74
H -2.81 0.91 -0.99
H -2.17 -0.54 -1.77
H -5.14 0.18 -1.52
H -4.31 -1.05 -0.56
H -3.20 -3.03 -1.98
H -4.29 -4.30 -4.27
H -6.14 -0.57 -3.69
H -6.07 -1.96 -6.21
H -7.31 -2.74 -5.18
H -6.01 -3.71 -5.91
```

Values from the calculation:
Total charge = +1
HOMO level = -12.152 eV
Electronic energy = -43676.8515 eV

This record from the Open Molecules 2025 dataset describes an isolated molecule of C19H30N4O4S. The level of theory is ωB97M-V/def2-TZVPD.

XYZ file:
```
58
C19H30N4O4S, DFT ωB97M-V/def2-TZVPD
C -0.71 -1.52 5.34
C 0.35 -2.03 4.41
C 0.44 -1.75 3.02
C 1.55 -2.42 2.52
C 2.20 -2.68 1.22
O 3.01 -3.61 1.17
N 1.91 -1.92 0.13
C 2.40 -2.34 -1.17
C 1.28 -2.68 -2.14
C 0.41 -1.48 -2.54
N -0.69 -1.12 -1.65
C -1.93 -1.81 -1.94
C -3.12 -1.08 -1.32
N -2.99 0.33 -1.63
C -4.01 1.20 -1.45
O -5.13 0.85 -1.12
C -3.71 2.67 -1.72
C -3.03 2.97 -3.08
C -1.52 2.84 -2.94
S -1.13 3.21 -1.22
O -0.51 2.06 -0.63
O -0.50 4.50 -1.12
C -2.83 3.32 -0.64
C -0.41 -1.12 -0.21
C 1.03 -0.77 0.15
N 2.10 -3.09 3.58
C 1.40 -2.87 4.72
C 1.79 -3.49 6.02
H -0.32 -1.35 6.34
H -1.11 -0.58 4.98
H -1.54 -2.22 5.43
H -0.25 -1.13 2.48
H 3.01 -1.54 -1.60
H 3.05 -3.20 -1.01
H 1.74 -3.08 -3.05
H 0.66 -3.49 -1.73
H 1.07 -0.61 -2.66
H -0.03 -1.66 -3.52
H -2.06 -1.84 -3.02
H -1.93 -2.85 -1.58
H -4.06 -1.46 -1.74
H -3.17 -1.24 -0.24
H -2.03 0.64 -1.69
H -4.70 3.14 -1.70
H -3.42 2.31 -3.86
H -3.28 4.00 -3.36
H -1.15 1.83 -3.13
H -0.96 3.54 -3.55
H -3.05 4.38 -0.54
H -2.88 2.83 0.33
H -1.07 -0.39 0.26
H -0.65 -2.10 0.23
H 1.06 -0.31 1.13
H 1.41 -0.02 -0.54
H 2.88 -3.71 3.44
H 1.10 -3.19 6.80
H 1.79 -4.58 5.96
H 2.79 -3.17 6.32
```

Values from the calculation:
Relative energy (zero: lowest compared OMol25 entry of this formula, charge and spin) = 0.762 eV
HOMO level = -7.986 eV
SMILES string = Cc1cc(C(=O)N2CCCN(CCNC(=O)[C@@H]3CCS(=O)(=O)C3)CC2)[nH]c1C
Electronic energy = -45176.4543 eV

This record from the Open Molecules 2025 dataset describes C19H30N8OPSeSnTe4 as an isolated structure at a distorted geometry. The level of theory is ωB97M-V/def2-TZVPD.

XYZ file:
```
65
C19H30N8OPSeSnTe4, DFT ωB97M-V/def2-TZVPD
Sn 0.53 -0.34 -0.56
Te -1.72 -1.19 -1.56
Te -2.40 1.30 -2.36
Te -0.46 2.91 -1.54
Te 1.78 1.80 -2.35
O -1.52 1.62 0.42
N -2.25 1.92 1.41
C -2.30 3.11 1.94
C -1.46 4.10 1.39
N -0.71 4.62 0.68
C -3.19 3.44 2.97
N -3.90 3.83 3.79
N 1.27 -2.15 -0.88
P 2.21 -2.98 -0.02
N 3.57 -2.28 0.64
C 3.73 -0.84 0.69
C 4.86 -0.45 1.63
C 6.20 -0.98 1.11
C 6.02 -2.34 0.43
C 4.77 -3.04 0.97
N 1.41 -3.68 1.27
C 2.08 -4.44 2.31
C 1.10 -4.73 3.44
C -0.03 -5.64 2.96
C -0.46 -5.26 1.53
C -0.02 -3.85 1.20
N 2.87 -4.25 -0.96
C 1.82 -5.14 -1.43
C 1.29 -4.73 -2.80
C 2.38 -4.89 -3.86
C 3.75 -4.64 -3.22
C 3.62 -3.66 -2.07
H 2.81 -0.39 1.08
H 3.91 -0.42 -0.31
H 4.65 -0.87 2.62
H 4.89 0.63 1.72
H 6.91 -1.06 1.94
H 6.62 -0.26 0.39
H 6.89 -2.98 0.59
H 5.90 -2.20 -0.65
H 4.88 -3.14 2.06
H 4.66 -4.04 0.55
H 2.91 -3.84 2.69
H 2.49 -5.38 1.91
H 0.69 -3.78 3.79
H 1.63 -5.19 4.27
H -0.87 -5.55 3.65
H 0.31 -6.67 2.98
H -1.55 -5.32 1.43
H -0.03 -5.97 0.82
H -0.52 -3.16 1.89
H -0.30 -3.55 0.19
H 1.01 -5.11 -0.71
H 2.21 -6.17 -1.47
H 0.99 -3.68 -2.72
H 0.41 -5.33 -3.05
H 2.21 -4.19 -4.67
H 2.35 -5.90 -4.28
H 4.45 -4.24 -3.95
H 4.17 -5.57 -2.83
H 3.13 -2.74 -2.42
H 4.61 -3.39 -1.69
Se 0.52 -0.77 2.14
C -1.03 -0.13 2.75
N -2.03 0.29 3.14
```

Values from the calculation:
Relative energy (zero: lowest compared OMol25 entry of this formula, charge and spin) = 3.416 eV
Total charge = -1
HOMO level (spin up / spin down) = -3.978 / -3.980 eV
Electronic energy = -143797.4801 eV

What is the formula in the fifth record? C19H30N2